Formula: C52H91N13
Source: the Open Molecules 2025 dataset
Level of theory: ωB97M-V/def2-TZVPD

Positions of all 156 atoms, in Å:
C 6.11 -0.65 1.48
C 6.16 -1.56 0.26
C 7.01 -2.83 0.43
C 6.45 -3.90 1.29
N 6.03 -4.75 2.02
H 7.09 -0.28 1.78
H 5.64 -1.16 2.32
H 5.53 0.26 1.30
H 6.51 -0.99 -0.60
H 5.14 -1.85 0.04
H 8.04 -2.59 0.68
H 7.05 -3.24 -0.58
C -3.58 -5.60 0.52
C -4.17 -5.13 -0.82
C -3.06 -4.94 -1.89
C -1.96 -4.09 -1.49
N -1.09 -3.39 -1.13
H -3.29 -6.65 0.49
H -4.26 -5.62 1.36
H -2.71 -4.95 0.67
H -4.72 -4.20 -0.73
H -4.93 -5.85 -1.15
H -3.55 -4.48 -2.75
H -2.66 -5.93 -2.14
C 1.45 1.87 3.23
C 0.48 2.14 4.43
C 0.18 3.67 4.63
C 0.02 4.46 3.45
N -0.07 5.06 2.44
H 1.01 2.32 2.34
H 1.57 0.80 3.03
H 2.46 2.21 3.44
H 0.84 1.66 5.33
H -0.46 1.62 4.22
H 1.01 4.13 5.15
H -0.64 3.82 5.33
C -5.77 5.29 3.70
C -5.22 4.03 2.94
C -3.70 4.12 2.86
C -3.13 2.93 2.12
N -2.67 2.07 1.53
H -5.32 5.47 4.67
H -6.85 5.18 3.83
H -5.63 6.17 3.07
H -5.72 3.91 1.98
H -5.37 3.07 3.43
H -3.16 4.17 3.81
H -3.46 5.00 2.27
C 4.28 -2.58 5.50
C 3.87 -1.48 4.52
C 4.66 -0.16 4.78
C 6.09 -0.29 4.70
N 7.27 -0.33 4.65
H 5.29 -2.96 5.32
H 3.62 -3.43 5.36
H 4.13 -2.29 6.54
H 2.83 -1.20 4.62
H 4.00 -1.81 3.49
H 4.48 0.28 5.76
H 4.40 0.58 4.03
C 2.20 -5.15 2.42
C 1.16 -4.16 2.94
C -0.26 -4.30 2.35
C -0.84 -5.63 2.57
N -1.34 -6.66 2.69
H 2.00 -6.18 2.72
H 3.14 -4.80 2.86
H 2.24 -5.13 1.33
H 1.59 -3.20 2.66
H 1.15 -4.17 4.03
H -0.22 -4.03 1.30
H -0.86 -3.55 2.86
C 0.38 0.00 -1.80
C -0.17 0.42 -0.40
C 0.12 -0.58 0.74
C 1.59 -0.84 0.99
N 2.72 -0.98 1.15
H 1.46 0.06 -1.92
H -0.07 0.58 -2.60
H 0.14 -1.05 -1.99
H -1.25 0.58 -0.43
H 0.32 1.36 -0.16
H -0.37 -1.53 0.54
H -0.24 -0.13 1.67
C -0.51 4.53 -0.93
C -1.66 5.51 -0.62
C -2.02 6.33 -1.88
C -0.90 7.01 -2.57
N 0.00 7.53 -3.10
H -0.28 3.99 -0.02
H 0.30 5.13 -1.35
H -0.81 3.79 -1.67
H -1.33 6.15 0.20
H -2.47 4.90 -0.22
H -2.77 7.07 -1.60
H -2.40 5.56 -2.56
C 4.56 0.01 -6.63
C 3.16 0.30 -5.96
C 3.28 1.35 -4.84
C 4.31 1.08 -3.85
N 5.10 0.91 -3.02
H 4.60 -0.69 -7.46
H 5.25 -0.39 -5.88
H 5.06 0.89 -7.03
H 2.72 -0.61 -5.56
H 2.43 0.57 -6.73
H 2.31 1.40 -4.35
H 3.40 2.36 -5.23
C 3.04 -2.75 -2.95
C 2.40 -3.57 -1.84
C 1.56 -4.74 -2.41
C 2.39 -5.72 -3.19
N 3.01 -6.49 -3.82
H 3.63 -1.97 -2.45
H 2.23 -2.39 -3.59
H 3.66 -3.32 -3.64
H 1.77 -2.85 -1.33
H 3.11 -4.00 -1.14
H 0.75 -4.29 -3.00
H 1.16 -5.29 -1.56
C -1.82 4.15 -4.94
C -0.56 3.25 -4.91
C -0.64 1.91 -5.60
C -1.76 1.02 -5.20
N -2.62 0.31 -4.89
H -1.50 5.14 -4.61
H -2.55 3.88 -4.17
H -2.37 4.16 -5.87
H -0.21 3.15 -3.88
H 0.26 3.85 -5.31
H 0.32 1.45 -5.41
H -0.66 2.03 -6.69
C -4.99 3.41 -2.43
C -4.00 2.33 -1.89
C -4.49 0.86 -1.98
C -5.64 0.76 -1.07
N -6.52 0.72 -0.33
H -5.94 3.38 -1.88
H -5.20 3.30 -3.49
H -4.60 4.41 -2.23
H -3.84 2.58 -0.85
H -2.99 2.41 -2.29
H -3.68 0.23 -1.63
H -4.71 0.59 -3.01
C -3.36 -2.38 2.13
C -3.88 -1.09 1.55
C -4.67 -0.19 2.51
C -4.06 0.26 3.74
N -3.59 0.57 4.72
H -4.22 -2.98 2.40
H -2.86 -2.24 3.09
H -2.66 -2.85 1.44
H -4.50 -1.31 0.68
H -3.05 -0.48 1.19
H -5.63 -0.71 2.55
H -4.98 0.73 2.01

Calculated values
2S+1 = 1
Largest force on an atom = 5.21 eV Å⁻¹
E_HOMO = -10.9 eV
Gap between HOMO and LUMO = 0.4078 Eh

Formula: C5H25N2O5
Source: the Open Molecules 2025 dataset
Level of theory: ωB97M-V/def2-TZVPD

Positions of all 37 atoms, in Å:
N 0.88 0.00 -1.47
C 1.17 -1.00 -0.43
C -0.10 -1.19 0.45
N -0.90 0.03 0.54
C -1.55 1.88 2.14
C -0.51 0.77 1.80
C -0.17 -0.01 3.06
H 1.22 -0.27 -2.41
H -0.14 0.09 -1.46
H 1.33 0.95 -1.22
H 2.05 -0.64 0.23
H 1.47 -1.99 -0.97
H 0.41 -1.63 1.47
H -0.65 -2.02 0.03
H -1.91 -0.04 0.39
H -1.11 2.44 2.96
H -2.50 1.45 2.53
H -1.94 2.46 1.30
H 0.35 1.45 1.65
H -0.86 -0.70 3.37
H 0.80 -0.65 3.00
H 0.02 0.70 3.93
H 2.91 3.64 -3.26
H 1.54 4.19 -2.98
O 2.35 3.91 -2.52
H -1.59 -4.35 4.05
H -1.92 -3.90 2.54
O -1.57 -3.69 3.39
H 3.04 2.59 -0.07
H 3.98 1.48 0.08
O 3.10 1.66 -0.27
H -4.63 -2.34 -1.14
H -3.37 -1.93 -1.78
O -3.74 -2.05 -0.91
H 1.25 0.41 -4.84
H 0.83 -1.10 -4.84
O 0.70 -0.25 -4.43

Calculated values
2S+1 = 1
Largest force on an atom = 3.45 eV Å⁻¹
Total charge = +1
E_HOMO = -12.4 eV
Gap between HOMO and LUMO = 0.3562 Eh

Formula: C4H5NO
Source: the Open Molecules 2025 dataset
Level of theory: ωB97M-V/def2-TZVPD

Positions of all 11 atoms, in Å:
O -1.81 -0.65 -1.31
C -0.75 -0.30 -0.54
C 0.51 -0.10 -1.02
N 1.34 0.18 0.07
C 0.60 0.13 1.18
C -0.75 -0.13 0.91
H -2.55 -0.84 -0.72
H 0.90 -0.11 -2.03
H 2.28 0.54 0.00
H 1.00 0.31 2.18
H -0.77 0.96 1.28

Calculated values
2S+1 = 1
Largest force on an atom = 2.04 eV Å⁻¹
E_HOMO = -8.3 eV
Gap between HOMO and LUMO = 0.3382 Eh

Formula: C13H14Cl6N2O6S2
Source: the Open Molecules 2025 dataset
Level of theory: ωB97M-V/def2-TZVPD

Positions of all 43 atoms, in Å:
O -2.39 -2.29 0.96
S -2.47 -2.27 -0.45
O -3.37 -3.17 -1.07
N -1.02 -2.44 -1.17
H -1.15 -2.84 -2.09
C -0.01 -1.40 -1.12
C 0.00 -0.71 0.21
C 0.13 -1.28 1.46
C 0.10 -0.46 2.58
C -0.05 0.91 2.44
C -0.16 1.49 1.19
C -0.12 0.67 0.08
C -0.10 1.07 -1.37
N 1.15 1.74 -1.73
S 2.59 1.05 -1.37
O 3.61 1.93 -1.81
O 2.61 -0.30 -1.78
O 2.58 1.12 0.27
C 3.81 1.20 0.93
C 4.55 -0.13 0.91
Cl 5.77 -0.13 2.19
Cl 5.35 -0.39 -0.65
Cl 3.40 -1.44 1.20
H 4.44 1.97 0.46
H 3.58 1.48 1.97
H 1.18 2.71 -1.48
H -0.90 1.78 -1.62
C -0.25 -0.25 -2.14
H 0.47 -0.29 -2.95
H -1.26 -0.34 -2.53
H -0.27 2.56 1.08
H -0.08 1.54 3.32
H 0.20 -0.89 3.56
H 0.24 -2.35 1.57
H 0.96 -1.88 -1.31
O -2.92 -0.75 -0.91
C -4.20 -0.38 -0.50
C -4.14 0.77 0.50
Cl -5.79 1.26 0.90
Cl -3.28 0.28 1.97
Cl -3.31 2.14 -0.23
H -4.77 -0.05 -1.39
H -4.71 -1.24 -0.05

Calculated values
2S+1 = 1
Largest force on an atom = 1.34 eV Å⁻¹
E_HOMO = -9.4 eV
Gap between HOMO and LUMO = 0.3529 Eh

Formula: C3H14NO4
Source: the Open Molecules 2025 dataset
Level of theory: ωB97M-V/def2-TZVPD

Positions of all 22 atoms, in Å:
C 0.25 -1.66 1.60
C -0.67 -1.35 2.58
C -1.16 -1.10 -0.30
N -0.04 -1.07 0.31
H 1.17 -2.13 1.70
H -1.60 -0.82 2.68
H -0.28 -1.73 3.66
H -1.29 -0.67 -1.31
H -2.00 -1.71 0.16
H 0.71 -0.67 -0.29
H 3.32 1.42 -1.40
H 1.79 1.59 -1.40
O 2.48 1.09 -1.19
H 0.98 -1.99 -2.50
H 1.24 -3.40 -1.89
O 1.13 -2.51 -1.78
H -0.44 2.86 -0.99
H -0.64 1.64 -0.11
O -0.40 1.91 -1.07
H -2.13 3.41 1.77
H -1.89 4.06 0.25
O -1.87 3.28 0.82

Calculated values
2S+1 = 1
Largest force on an atom = 6.39 eV Å⁻¹
Total charge = +1
E_HOMO = -14.5 eV
Gap between HOMO and LUMO = 0.3642 Eh

Formula: C3H2ClN
Source: the Open Molecules 2025 dataset
Level of theory: ωB97M-V/def2-TZVPD

Positions of all 7 atoms, in Å:
C -0.76 0.68 -0.15
C 0.10 -0.35 -0.31
C 1.22 -0.85 0.38
N 2.05 -1.16 1.11
Cl -1.06 1.91 1.12
H -1.46 0.78 -0.98
H -0.09 -1.00 -1.16

Calculated values
2S+1 = 3
Largest force on an atom = 9.27 eV Å⁻¹
⟨S²⟩ = 2.019
E_HOMO (alpha / beta) = -7.0 / -12.0 eV
Gap between HOMO and LUMO (alpha / beta) = 0.2789 / 0.3089 Eh

Formula: ClH2NOS2
Source: the Open Molecules 2025 dataset
Level of theory: ωB97M-V/def2-TZVPD

Positions of all 7 atoms, in Å:
N -0.03 0.25 -0.29
O 1.04 2.39 -0.81
S 0.51 0.53 -3.22
S 0.98 1.06 -1.33
Cl 2.79 0.20 -0.79
H -0.91 0.22 -0.66
H 0.31 -0.74 -0.17

Calculated values
2S+1 = 1
Largest force on an atom = 4.34 eV Å⁻¹
E_HOMO = -9.8 eV
Gap between HOMO and LUMO = 0.3266 Eh

Formula: C6H16N2
Source: the Open Molecules 2025 dataset
Level of theory: ωB97M-V/def2-TZVPD

Positions of all 24 atoms, in Å:
C 0.06 0.91 -0.83
C 0.59 -0.97 0.75
C -1.47 0.50 0.97
C -1.21 1.50 -1.78
C -0.09 -2.30 1.06
C 1.85 -1.23 -0.06
N -0.53 -0.06 0.01
N 0.70 2.00 -0.14
H 0.72 0.41 -1.55
H 0.86 -0.45 1.68
H 0.65 2.90 -0.59
H 1.67 1.80 0.09
H -2.45 0.55 0.50
H -1.22 1.51 1.32
H -1.53 -0.13 1.85
H -1.91 0.71 -2.03
H -1.71 2.30 -1.23
H -0.76 1.90 -2.69
H -0.40 -2.78 0.14
H 0.60 -2.97 1.59
H -0.96 -2.17 1.69
H 2.49 -1.94 0.48
H 1.61 -1.67 -1.02
H 2.44 -0.33 -0.21

Calculated values
2S+1 = 1
Largest force on an atom = 3.77 eV Å⁻¹
E_HOMO = -8.4 eV
Gap between HOMO and LUMO = 0.3460 Eh